[1]
A molecular structure, C23H13Cl7IN2O4PSe2Ti in a non-equilibrium geometry, computed with ωB97M-V with the def2-TZVPD basis set.

Positions of all 54 atoms, in Å:
Ti (0.04028, -1.10003, 0.13281)
Cl (3.94544, -5.55949, -3.08284)
C (3.24774, -4.07290, -2.50451)
C (3.59911, -2.86513, -3.07290)
Cl (4.75027, -2.81199, -4.37665)
C (3.03962, -1.66855, -2.59248)
Cl (3.45258, -0.13864, -3.28346)
C (2.13428, -1.68312, -1.54593)
O (1.56689, -0.62422, -1.01172)
C (1.75894, -2.93306, -0.97160)
O (0.87156, -2.87008, -0.00185)
C (2.32452, -4.10282, -1.44572)
Cl (1.83881, -5.60216, -0.71366)
Se (0.85176, -0.51453, 2.28181)
P (-0.09791, 1.56200, -0.50824)
Se (-1.00614, 1.74754, -2.51205)
C (-1.07355, 2.67540, 0.61303)
C (-2.09430, 3.48031, 0.11604)
C (-2.88039, 4.24435, 0.97177)
C (-2.66107, 4.21243, 2.34213)
C (-1.64641, 3.40992, 2.84822)
C (-0.86279, 2.64540, 1.99215)
C (1.54875, 2.40024, -0.59121)
C (2.38608, 2.36853, 0.52568)
C (3.66225, 2.91082, 0.46967)
C (4.13046, 3.47613, -0.71083)
C (3.30595, 3.50333, -1.82592)
C (2.02245, 2.96977, -1.76543)
H (-2.27238, 3.48832, -0.95274)
H (-3.67776, 4.85533, 0.56135)
H (-3.28206, 4.79836, 3.01168)
H (-1.46876, 3.36330, 3.91772)
H (-0.09978, 1.99463, 2.40198)
H (2.04603, 1.88387, 1.43362)
H (4.29982, 2.87220, 1.34649)
H (5.13723, 3.87680, -0.76289)
H (3.66621, 3.92357, -2.75894)
H (1.37810, 2.98083, -2.63609)
Cl (-4.71448, -1.45691, 0.28145)
C (-3.64885, -1.60112, -1.10194)
Cl (-3.63499, -3.21794, -1.81866)
Cl (-4.19178, -0.47878, -2.33997)
C (-2.17879, -1.14086, -0.74966)
O (-1.99511, -0.44808, 0.26795)
O (-1.24044, -1.51658, -1.48073)
I (-4.52570, -5.35125, 2.71760)
C (-3.08784, -3.91244, 2.41965)
C (-2.78550, -2.86254, 3.26287)
N (-1.78187, -2.19797, 2.67875)
N (-1.40571, -2.74522, 1.53123)
C (-2.19068, -3.79536, 1.34395)
H (-3.21887, -2.55833, 4.19995)
H (-1.20057, -1.39744, 2.97987)
H (-2.08073, -4.41585, 0.46920)

- total charge = -2
- E (a.u.) = -10807.747570
- highest occupied orbital energy (hartree) = -0.0579

Electronic structure analysis, Löwdin charges in units of e:
1. Ti 0.62
2. Cl 0.60
3. C -0.71
4. C -0.71
5. Cl 0.60
6. C -0.60
7. Cl 0.70
8. C -0.36
9. O -0.25
10. C -0.37
11. O -0.22
12. C -0.61
13. Cl 0.65
14. Se 0.20
15. P 0.60
16. Se 0.17
17. C -0.37
18. C -0.13
19. C -0.11
20. C -0.13
21. C -0.11
22. C -0.12
23. C -0.38
24. C -0.11
25. C -0.10
26. C -0.12
27. C -0.11
28. C -0.14
29. H 0.02
30. H 0.09
31. H 0.08
32. H 0.09
33. H 0.00
34. H 0.03
35. H 0.09
36. H 0.08
37. H 0.09
38. H 0.02
39. Cl 0.64
40. C -1.51
41. Cl 0.61
42. Cl 0.60
43. C -0.86
44. O -0.16
45. O -0.09
46. I 0.79
47. C -0.80
48. C -0.16
49. N -0.03
50. N -0.01
51. C -0.20
52. H 0.11
53. H 0.00
54. H 0.10

[2]
A molecular structure, C23H13N9S2SbSe4Tc in a non-equilibrium geometry, computed with ωB97M-V with the def2-TZVPD basis set.

Positions of all 53 atoms, in Å:
Tc (-0.78788, 1.09623, -1.27993)
C (-3.19184, -3.84576, -0.82646)
C (-2.01735, -3.72469, -0.09802)
C (-1.10273, -2.73413, -0.41908)
C (-1.36799, -1.86991, -1.47697)
C (-2.54202, -1.97810, -2.20090)
C (-3.44932, -2.97273, -1.87371)
N (-0.40956, -0.82222, -1.72223)
C (0.83841, -1.19437, -2.00883)
C (1.28302, -2.48229, -2.42426)
C (2.61417, -2.68635, -2.58058)
C (3.56868, -1.65162, -2.32284)
C (3.18690, -0.41320, -1.92081)
C (1.79678, -0.16396, -1.78260)
N (1.20050, 0.92875, -1.33524)
N (1.96887, 1.87177, -0.64698)
C (0.75737, 1.26360, 1.68058)
C (0.82030, 1.21777, 3.06996)
C (-0.34719, 1.22202, 3.80371)
C (-1.54932, 1.33324, 3.12119)
C (-1.52055, 1.38333, 1.74802)
N (-0.39821, 1.29465, 0.99904)
H (-3.91193, -4.61196, -0.57212)
H (-1.81362, -4.39487, 0.72644)
H (-0.18982, -2.61880, 0.15350)
H (-2.74633, -1.29439, -3.00880)
H (-4.36607, -3.05896, -2.44192)
H (0.55344, -3.25104, -2.63457)
H (2.97610, -3.64586, -2.92332)
H (4.61734, -1.87070, -2.47213)
H (3.89602, 0.38242, -1.73967)
H (1.78774, 1.20675, 3.55562)
H (-0.31811, 1.17674, 4.88381)
H (-2.50311, 1.38053, 3.62774)
H (-2.44095, 1.49667, 1.20488)
S (-0.06940, 3.28076, -1.63559)
C (1.42730, 3.16558, -0.75340)
S (2.35674, 1.29947, 0.91538)
C (2.08027, 4.25321, -0.26830)
C (1.47279, 5.54394, -0.33306)
N (0.97548, 6.57859, -0.38515)
C (3.40152, 4.17344, 0.26432)
N (4.46582, 4.10530, 0.69388)
N (-2.71007, 0.74560, -0.86375)
C (-3.75608, 0.45547, -0.41031)
N (-4.87811, 0.14388, 0.07426)
C (-5.01776, 0.35488, 1.38671)
N (-5.14791, 0.52655, 2.52144)
Se (-3.39068, 0.62459, -4.56991)
Sb (-1.34457, -0.07774, -5.89576)
Se (-1.35997, 1.65552, -3.61586)
Se (-0.61331, -2.24790, -5.39248)
Se (-0.84233, 1.35652, -7.65872)

- total charge = 0
- E (a.u.) = -12100.191202
- highest occupied orbital energy (hartree) = -0.3117

Electronic structure analysis, Löwdin charges in units of e:
1. Tc 0.97
2. C -0.07
3. C -0.07
4. C -0.03
5. C -0.29
6. C -0.09
7. C -0.05
8. N -0.04
9. C -0.23
10. C -0.04
11. C -0.04
12. C -0.04
13. C -0.01
14. C -0.23
15. N -0.21
16. N -0.39
17. C -0.51
18. C -0.09
19. C -0.03
20. C -0.03
21. C -0.11
22. N -0.01
23. H 0.11
24. H 0.11
25. H 0.12
26. H -0.02
27. H 0.11
28. H 0.10
29. H 0.11
30. H 0.11
31. H 0.12
32. H 0.11
33. H 0.12
34. H 0.11
35. H 0.07
36. S 0.65
37. C -0.63
38. S 1.10
39. C -0.27
40. C -0.23
41. N 0.19
42. C -0.22
43. N 0.18
44. N -0.04
45. C -0.32
46. N 0.12
47. C -0.37
48. N 0.12
49. Se 0.10
50. Sb -0.08
51. Se 0.08
52. Se 0.00
53. Se -0.03

[3]
A molecular structure, C23H14Br2CuF5N2OS2 in a non-equilibrium geometry, computed with ωB97M-V with the def2-TZVPD basis set.

Positions of all 50 atoms, in Å:
Cu (0.13291, -0.02761, -0.17633)
Br (-3.05524, 5.96284, -1.02037)
C (-2.20060, 4.28072, -0.90481)
C (-1.19318, 3.93170, -1.79586)
C (-0.55615, 2.71949, -1.59359)
N (-0.86683, 1.88896, -0.61068)
C (-1.87460, 2.19021, 0.21606)
C (-2.56235, 3.39312, 0.10141)
C (-2.20138, 1.18306, 1.24453)
C (-3.23711, 1.34532, 2.15895)
C (-3.47529, 0.34355, 3.09248)
Br (-4.84559, 0.56011, 4.37055)
C (-2.68931, -0.80468, 3.08347)
C (-1.68727, -0.88361, 2.13427)
N (-1.44530, 0.07787, 1.25589)
H (-0.90391, 4.59061, -2.59928)
H (0.24414, 2.40503, -2.24455)
H (-3.36000, 3.65388, 0.77719)
H (-3.85228, 2.22920, 2.16060)
H (-2.85148, -1.59969, 3.79357)
H (-1.04189, -1.74769, 2.08520)
F (-0.41244, -6.82660, -0.63703)
C (-0.52920, -5.52358, -0.84124)
C (0.24583, -4.62668, -0.10294)
F (1.07972, -5.07535, 0.83135)
C (0.13676, -3.26622, -0.34246)
F (0.86450, -2.40887, 0.40520)
C (-0.72443, -2.75314, -1.32047)
S (-0.79966, -1.08949, -1.77543)
C (-1.52414, -3.67460, -2.01664)
F (-2.38265, -3.22065, -2.91913)
C (-1.43640, -5.03860, -1.78450)
F (-2.21210, -5.88172, -2.45315)
C (3.09758, 1.13906, 2.81203)
S (1.42811, 1.07530, 2.07853)
O (1.68915, 0.38181, 0.76009)
C (1.26779, 2.81555, 1.61326)
C (2.03380, 3.34271, 0.58736)
C (1.86836, 4.67098, 0.23677)
C (0.94744, 5.45456, 0.91289)
C (0.17601, 4.91635, 1.93107)
C (0.33143, 3.58539, 2.28265)
H (3.71192, 1.89199, 2.33261)
H (3.53005, 0.15515, 2.66746)
H (3.00190, 1.34677, 3.87231)
H (2.74964, 2.71610, 0.07711)
H (2.46622, 5.09869, -0.55277)
H (0.83778, 6.49431, 0.65178)
H (-0.53942, 5.53434, 2.44975)
H (-0.24256, 3.15564, 3.09006)

- total charge = +1
- <S²> = 0.762
- E (a.u.) = -9153.596854
- highest occupied orbital energy (alpha / beta) (hartree) = -0.4038 / -0.4054
- 2S+1 = 2

Electronic structure analysis, Löwdin charges in units of e:
1. Cu 0.22
2. Br 0.81
3. C -0.65
4. C -0.07
5. C -0.09
6. N 0.06
7. C -0.20
8. C -0.04
9. C -0.19
10. C -0.03
11. C -0.65
12. Br 0.82
13. C -0.06
14. C -0.09
15. N 0.05
16. H 0.12
17. H 0.13
18. H 0.11
19. H 0.11
20. H 0.12
21. H 0.12
22. F 0.15
23. C -0.12
24. C -0.14
25. F 0.13
26. C -0.21
27. F 0.05
28. C -0.49
29. S 0.84
30. C -0.24
31. F 0.10
32. C -0.13
33. F 0.15
34. C -0.18
35. S 1.02
36. O -0.56
37. C -0.39
38. C -0.08
39. C -0.05
40. C -0.06
41. C -0.06
42. C -0.09
43. H 0.06
44. H 0.07
45. H 0.06
46. H 0.12
47. H 0.12
48. H 0.12
49. H 0.12
50. H 0.11

The evaluated energy relative to the best compared isomer or geometry (same formula, charge and spin) for the records listed, in turn: 42.22 35.91 21.25 kcal/mol.